Record 1
ORCA calculation (the ωB97M-V functional and the def2-TZVPD basis) on the molecule C4H7NO.

XYZ file:
```
13
Properties=species:S:1:pos:R:3:forces:R:3:lowdin_charge:R:1
O 1.526 -1.889 1.054 0.273 -0.127 -0.144 0.01
C 0.581 -1.094 0.486 -0.174 0.233 -0.211 -0.22
C -1.564 0.959 0.714 -0.129 -0.031 -0.180 -0.09
N -1.491 0.525 -0.472 0.013 0.148 0.432 -0.03
C -0.190 0.691 -1.100 0.066 0.006 -0.089 -0.26
C 0.715 -0.439 -0.668 0.070 -0.083 0.219 -0.09
H 2.373 -1.653 0.656 -0.017 -0.265 0.035 0.10
H -0.311 -1.056 1.103 0.175 0.044 -0.106 0.11
H -0.744 1.501 1.211 -0.122 -0.037 -0.113 0.09
H -2.455 0.749 1.306 -0.018 0.174 -0.118 0.07
H 0.288 1.642 -0.801 -0.142 -0.119 -0.065 0.11
H -0.303 0.720 -2.189 -0.026 -0.121 0.187 0.11
H 1.576 -0.657 -1.299 0.030 0.178 0.154 0.11
```
Forces are in eV/Å.

The spin multiplicity is 1. The relative energy (zero: lowest compared OMol25 entry of this formula, charge and spin) is 2.4042 eV. For the total energy, the calculation gives -286.5433 Eh. The value obtained for the molar mass is 85.11 u. Its SMILES is C=NC/C=C/O. The value obtained for the highest occupied orbital energy is -8.852 eV. Its gap between HOMO and LUMO is 0.3574 Ha.

=====

Record 2
ORCA calculation (the ωB97M-V functional and the def2-TZVPD basis) on the molecule C4H7NO at a distorted geometry.

XYZ file:
```
13
Properties=species:S:1:pos:R:3:forces:R:3:lowdin_charge:R:1
C 0.116 0.733 -1.046 -1.088 0.084 0.382 -0.18
C 0.519 -1.173 0.226 -0.973 -0.532 -0.640 -0.14
C -0.573 -0.374 0.950 -1.590 -1.336 0.056 -0.29
C -0.880 0.800 0.117 0.477 -0.701 0.189 -0.19
H 0.518 1.692 -1.234 0.500 1.090 -0.461 0.10
H -0.400 0.385 -1.951 0.119 -0.087 0.189 0.12
H 1.713 0.359 0.055 0.422 0.361 -0.211 0.10
H 1.202 -1.694 0.926 -0.155 0.328 -0.643 0.12
H 0.006 -1.922 -0.474 0.660 0.740 1.171 0.14
H -1.341 -0.830 1.606 0.509 -0.125 -0.681 0.15
H -1.840 1.293 0.053 -0.048 -0.089 0.013 0.14
N 1.175 -0.153 -0.629 0.311 -1.027 0.843 -0.05
O -0.215 0.884 1.399 0.855 1.293 -0.208 -0.02
```
Forces are in eV/Å.

The spin multiplicity is 1. The relative energy (zero: lowest compared OMol25 entry of this formula, charge and spin) is 2.1567 eV. For the total energy, the calculation gives -286.5524 Eh. The value obtained for the molar mass is 85.11 u. Its SMILES is C1NC[C@H]2O[C@@H]12. The value obtained for the highest occupied orbital energy is -9.353 eV. Its gap between HOMO and LUMO is 0.3848 Ha.